1.
{"formula": "C36H84F6N4O16P", "method": "the ωB97M-V functional and the def2-TZVPD basis", "elements": ["P", "F", "F", "F", "F", "F", "F", "C", "O", "C", "C", "O", "C", "C", "O", "C", "H", "H", "H", "H", "H", "H", "H", "H", "H", "H", "H", "H", "H", "H", "C", "O", "C", "C", "O", "C", "C", "O", "C", "H", "H", "H", "H", "H", "H", "H", "H", "H", "H", "H", "H", "H", "H", "C", "O", "C", "C", "O", "C", "C", "O", "C", "H", "H", "H", "H", "H", "H", "H", "H", "H", "H", "H", "H", "H", "H", "C", "O", "C", "C", "O", "C", "C", "O", "C", "H", "H", "H", "H", "H", "H", "H", "H", "H", "H", "H", "H", "H", "H", "C", "O", "N", "C", "C", "H", "H", "H", "H", "H", "H", "H", "C", "O", "N", "C", "C", "H", "H", "H", "H", "H", "H", "H", "C", "O", "N", "C", "C", "H", "H", "H", "H", "H", "H", "H", "C", "O", "N", "C", "C", "H", "H", "H", "H", "H", "H", "H"], "xyz": [[4.6245, -11.1049, 22.4824], [4.8751, -10.9406, 24.0007], [5.7559, -12.3110, 22.5417], [3.3336, -12.1455, 22.8630], [4.3430, -11.3949, 20.9260], [3.6497, -9.7766, 22.5105], [5.8201, -10.0090, 22.0999], [0.3423, -11.6731, 36.5097], [1.2680, -10.7473, 35.9489], [0.6278, -9.7489, 35.2088], [1.8166, -9.2375, 34.2017], [2.6101, -8.2303, 34.8466], [4.0042, -8.0347, 34.3874], [3.9887, -7.5778, 32.8905], [3.5156, -8.5316, 31.8897], [3.4536, -8.2108, 30.5183], [-0.2049, -12.2283, 35.7479], [-0.3320, -11.2445, 37.2512], [0.8985, -12.4300, 37.0627], [0.2700, -8.9263, 35.8279], [-0.3015, -10.0689, 34.7376], [1.4116, -8.9052, 33.2458], [2.5615, -10.0333, 34.1977], [4.4790, -9.0103, 34.4913], [4.4340, -7.3156, 35.0847], [4.9527, -7.1726, 32.5831], [3.3101, -6.7258, 32.8494], [2.5789, -7.6312, 30.2232], [3.5616, -9.1572, 29.9884], [4.2699, -7.5212, 30.3038], [4.3074, -14.5452, 27.2974], [4.3502, -15.0227, 28.6476], [4.2604, -14.1112, 29.7155], [3.1099, -13.1432, 29.7356], [1.9096, -13.9329, 29.9563], [0.8035, -13.0896, 30.4870], [0.3501, -11.9284, 29.5577], [-0.9142, -11.3553, 30.0717], [-1.1773, -10.1740, 29.3829], [4.4841, -15.4307, 26.6870], [5.0324, -13.7321, 27.2598], [3.3406, -14.1879, 26.9429], [5.2195, -13.6487, 29.9483], [3.9812, -14.7900, 30.5215], [3.0270, -12.6949, 28.7456], [3.2854, -12.3101, 30.4162], [0.9506, -12.7278, 31.5046], [-0.0407, -13.7718, 30.5868], [0.1241, -12.4232, 28.6131], [1.0928, -11.1419, 29.4241], [-1.8773, -9.5311, 29.9164], [-1.5927, -10.5529, 28.4491], [-0.3468, -9.6093, 28.9592], [8.3391, -4.2890, 20.8058], [9.3298, -3.2265, 20.8703], [9.2344, -1.9409, 20.1742], [8.1241, -0.9358, 20.5286], [6.7504, -1.1843, 20.0963], [5.6176, -0.6552, 20.7666], [4.3294, -1.4284, 20.4241], [3.7135, -0.9586, 19.2701], [2.5786, -1.7522, 18.8472], [8.0100, -4.9018, 21.6449], [8.8694, -5.0711, 20.2625], [7.4496, -3.9531, 20.2727], [9.2060, -2.2763, 19.1375], [10.1473, -1.4602, 20.5260], [8.4483, -0.0059, 20.0614], [8.1406, -0.7673, 21.6053], [5.5664, 0.4198, 20.5936], [5.7599, -0.8668, 21.8264], [3.8718, -1.5008, 21.4107], [4.8414, -2.3717, 20.2343], [1.7507, -1.6440, 19.5479], [2.8975, -2.7904, 18.7545], [2.1340, -1.5363, 17.8758], [-2.4480, -6.8555, 23.7669], [-1.8495, -5.6362, 23.4666], [-0.6708, -5.3378, 24.2580], [0.3072, -4.5520, 23.3435], [1.3986, -3.9996, 23.9700], [2.4742, -4.8936, 24.1731], [3.7543, -4.2397, 24.8035], [3.3895, -3.7866, 26.1133], [4.3894, -3.0352, 26.7344], [-3.0912, -7.2327, 22.9719], [-2.9536, -6.8788, 24.7323], [-1.7320, -7.6670, 23.8968], [-0.0581, -6.2092, 24.4888], [-0.6991, -4.7695, 25.1877], [-0.3572, -3.7522, 23.0164], [0.5900, -5.0718, 22.4282], [2.7589, -5.2790, 23.1940], [2.1710, -5.7202, 24.8157], [3.9623, -3.3548, 24.2020], [4.6919, -4.7864, 24.7025], [4.7603, -2.2247, 26.1070], [5.2243, -3.6257, 27.1116], [3.9944, -2.5033, 27.5998], [4.8577, -12.6698, 13.7001], [4.3745, -13.5946, 14.4027], [5.2652, -11.5241, 14.2376], [6.0263, -10.5414, 13.4778], [5.1800, -11.0955, 15.6393], [5.0700, -12.6464, 12.6200], [5.5074, -9.6711, 13.0759], [6.5030, -10.8615, 12.5513], [6.7885, -10.0442, 14.0778], [4.4738, -11.8259, 16.0340], [6.1454, -11.1611, 16.1412], [4.8029, -10.0873, 15.8108], [8.9290, -10.6846, 30.6673], [9.1812, -10.4538, 31.8280], [9.8045, -11.2924, 29.8134], [9.1231, -11.8151, 28.5723], [11.0993, -11.8115, 30.1416], [7.9610, -10.4609, 30.1928], [9.0396, -12.8836, 28.7708], [9.6329, -11.7247, 27.6131], [8.1268, -11.4275, 28.3595], [11.6357, -11.0163, 30.6593], [11.1076, -12.7042, 30.7670], [11.7540, -11.9900, 29.2886], [0.2814, -12.3192, 18.1088], [0.3562, -13.3479, 17.4804], [-0.0782, -11.1545, 17.5924], [0.1409, -9.8329, 18.2430], [-0.5774, -11.0830, 16.2629], [0.5246, -12.2226, 19.1783], [0.7552, -9.1004, 17.7192], [0.4535, -9.9049, 19.2847], [-0.8605, -9.4046, 18.2859], [-1.6523, -10.9024, 16.2481], [-0.0339, -10.3688, 15.6443], [-0.3764, -11.9861, 15.6867], [5.7975, -16.8246, 19.1422], [4.6881, -16.8130, 18.5856], [6.3860, -17.9436, 19.6169], [7.8372, -17.8199, 20.0392], [5.8256, -19.2255, 19.5079], [6.5147, -15.9893, 19.1438], [8.0192, -16.7592, 20.2121], [8.5562, -17.9428, 19.2292], [7.8783, -18.3894, 20.9677], [6.1841, -19.8405, 18.6825], [5.8415, -19.8196, 20.4216], [4.7672, -19.0277, 19.3383]], "forces_ev_per_a": [[-0.107, -0.193, -1.012], [0.266, 0.700, 2.319], [-0.852, 0.231, -0.699], [1.309, 1.015, -0.592], [0.046, 0.242, 0.273], [-0.510, -0.952, -0.290], [-0.164, -0.963, 0.049], [0.748, -0.400, 0.356], [-1.019, -0.984, 0.751], [2.081, 1.465, -1.279], [-0.397, -0.285, 1.938], [0.290, 1.456, 0.255], [-2.705, -1.665, -1.515], [-0.474, 0.703, -0.714], [0.103, -0.752, 2.136], [0.940, 1.042, 0.796], [-0.252, 0.271, -0.239], [-0.239, 0.418, -0.191], [0.329, 0.101, -0.071], [0.412, 0.344, 0.371], [0.289, -0.565, -0.715], [0.257, -0.163, -0.052], [-0.762, -0.822, -1.039], [0.417, -0.019, -0.033], [-0.017, 0.110, -0.448], [0.407, -0.247, 0.018], [-0.199, 0.231, 0.134], [-0.549, -0.358, 0.136], [-0.136, 0.278, -0.181], [0.471, -0.202, -0.465], [0.043, -0.040, 0.948], [-0.628, -0.174, -0.664], [-0.474, -0.958, 0.760], [-0.505, -0.526, -1.502], [-0.876, 2.571, 1.126], [0.032, -0.545, -0.645], [-1.114, -1.036, 0.705], [2.771, -0.628, 0.844], [-0.930, -0.377, -1.791], [0.654, 0.325, -0.060], [0.214, -0.106, -0.867], [-0.278, 0.257, 0.461], [0.164, 0.296, -0.214], [0.537, 0.047, 0.488], [-0.101, 0.279, -0.206], [-0.232, -0.265, 0.582], [0.759, 0.118, 0.040], [0.010, -0.084, -0.258], [0.117, 0.329, -0.429], [0.015, -0.010, 0.110], [0.110, -0.177, 0.034], [-0.924, 0.587, -0.404], [0.665, 0.168, 0.939], [0.647, 0.261, -2.036], [-0.492, 0.309, 1.894], [-1.609, -2.226, 0.588], [-1.260, 0.263, 0.228], [1.285, -1.215, -1.024], [0.712, 0.243, 0.449], [3.020, -0.190, -0.033], [-1.547, 0.276, -0.601], [0.439, -0.325, 0.612], [0.337, 1.275, 1.228], [-0.305, -0.060, -0.720], [0.020, -0.091, -0.118], [0.220, 0.936, -0.404], [0.089, 0.052, -0.607], [0.069, 0.255, -0.091], [-0.061, -0.094, 0.256], [-0.277, 0.174, 0.057], [0.070, 0.365, 0.384], [-1.461, 0.174, -0.471], [-0.681, -0.860, -0.109], [0.089, -0.215, 0.326], [-0.088, -0.232, 0.349], [0.766, 0.900, -0.132], [0.228, -1.434, 0.688], [1.190, 0.888, 0.930], [1.960, -0.750, -1.431], [-2.194, 0.479, -0.650], [1.056, 0.933, 1.103], [1.295, -0.375, 0.261], [-2.134, 1.366, -0.520], [0.410, -0.685, -0.348], [0.139, 0.646, 0.486], [-0.222, 0.695, -0.068], [-0.534, 0.449, 0.024], [0.619, 0.005, -0.206], [-0.776, -0.850, 0.243], [-1.171, 0.151, 0.022], [0.409, 0.581, -0.288], [0.004, -0.578, 0.071], [0.177, -0.350, -0.092], [-0.015, -0.166, 0.025], [-0.073, 0.462, -0.204], [-0.301, -0.857, 0.552], [0.225, -0.071, -0.464], [0.186, -0.273, -0.249], [-0.447, -0.294, 0.082], [-0.921, -2.295, 2.646], [0.882, 1.916, -2.463], [1.552, 3.504, -0.059], [0.350, 0.821, -1.083], [-0.882, -1.782, -0.007], [-0.296, -0.656, -0.065], [-1.096, 0.022, 0.402], [0.158, -0.926, 0.252], [0.208, -0.588, 0.298], [0.161, 0.199, 0.743], [0.029, -0.234, -0.060], [-0.142, 0.009, -0.618], [1.195, -0.536, 0.420], [-0.119, 0.326, 0.306], [-2.209, 0.180, -2.801], [0.677, -0.984, 0.610], [0.866, 0.808, 0.653], [0.085, 0.102, 0.051], [-0.335, -0.228, -0.395], [0.687, 0.395, 0.375], [0.086, 0.254, 0.673], [-0.053, -0.120, 0.468], [-0.283, -0.069, 0.063], [-0.631, -0.124, -0.441], [0.941, -0.618, 0.868], [-0.322, -0.666, 0.019], [0.523, 2.712, -0.184], [-1.609, -0.806, 0.364], [0.145, -0.362, -1.484], [0.184, -0.244, 0.083], [0.357, -0.583, -0.331], [0.299, -0.388, -0.185], [-0.079, 0.436, 0.069], [-0.047, 0.255, -0.096], [-0.177, 0.661, 0.314], [-0.192, -0.416, 0.594], [-1.865, -0.625, -2.171], [1.858, 0.298, 1.318], [3.256, 1.031, 0.712], [-2.127, 1.013, -0.340], [-1.850, -0.714, -0.059], [-0.536, 0.369, 0.265], [-0.281, 0.042, 0.741], [-0.040, -1.327, 0.057], [0.929, -0.073, -0.323], [0.301, 0.118, -0.133], [0.468, 0.137, 0.216], [-0.131, -0.283, -0.269]], "homo_lumo_gap_ev": 9.147, "relative_energy_kcal_mol": 84.1, "charge": -1, "homo_ev": -7.304}



2.
{"formula": "C6H10Br", "method": "the ωB97M-V functional and the def2-TZVPD basis", "elements": ["Br", "C", "C", "C", "C", "C", "C", "H", "H", "H", "H", "H", "H", "H", "H", "H", "H"], "xyz": [[-0.7399, 2.1058, -1.4828], [-2.0661, -0.5440, 0.5622], [-0.7183, -0.1958, 0.1423], [-0.1907, 1.1715, 0.1095], [1.3459, 1.0418, 0.0103], [1.6678, -0.4261, -0.2504], [0.3011, -1.1773, -0.2767], [-2.2983, -1.5707, 0.2864], [-2.3135, -0.4432, 1.6265], [-2.7541, 0.1045, 0.0305], [-0.6451, 1.9004, 0.8177], [1.6675, 1.6517, -0.8257], [1.8649, 1.4044, 0.8915], [2.2233, -0.5492, -1.1868], [2.2424, -0.8742, 0.5711], [0.3447, -2.1246, 0.2944], [0.0683, -1.4748, -1.3201]], "forces_ev_per_a": [[-0.972, 0.762, -1.905], [-0.858, -0.272, -0.183], [0.883, 0.240, 1.004], [0.216, -0.057, 1.121], [-0.024, 0.396, 0.127], [-0.397, -0.875, 0.257], [0.585, -0.279, -0.959], [-0.084, -0.091, -0.019], [0.349, 0.134, 0.032], [-0.483, 0.152, -0.095], [0.764, -0.941, 0.148], [0.273, 0.109, 0.083], [-0.124, 0.115, 0.252], [-0.087, -0.094, 0.288], [0.144, 0.320, -0.302], [-0.268, 0.494, -0.076], [0.082, -0.112, 0.227]], "homo_lumo_gap_ev": [8.309, 9.907], "spin_multiplicity": 2, "relative_energy_kcal_mol": 0.0, "charge": 0, "homo_ev": [-7.323, -9.779]}



3.
{"formula": "C4H3F3NO6S2Sn", "method": "the ωB97M-V functional and the def2-TZVPD basis", "elements": ["N", "S", "O", "O", "S", "O", "O", "C", "F", "F", "F", "Sn", "C", "O", "C", "C", "O", "H", "H", "H"], "xyz": [[1.7051, 0.8090, 0.2575], [0.5504, 1.6652, -0.4849], [0.7341, 3.0915, -0.3017], [-0.0780, 1.0418, -1.6826], [1.9393, -0.7623, 0.1158], [0.6307, -1.2972, -0.3828], [2.9681, -0.8677, 1.1573], [2.8807, -1.8725, -1.1041], [2.5292, -1.5984, -2.3471], [4.1924, -1.7351, -1.0415], [2.5991, -3.1358, -0.8324], [-1.0490, -0.5826, -1.0397], [-1.4960, 1.5566, 1.7365], [-1.2086, 1.0355, 0.4330], [-2.8191, -0.5348, -0.3406], [-4.0651, -0.7760, -0.2036], [-5.2508, -1.0288, -0.1115], [-0.6499, 1.3526, 2.4030], [-1.7615, 2.6121, 1.6009], [-2.3511, 1.0269, 2.1686]], "forces_ev_per_a": [[-1.217, 1.688, -2.117], [0.217, -0.146, 3.238], [-0.413, -0.695, -0.541], [2.277, 2.574, -1.365], [3.422, 1.425, 0.648], [0.907, -2.287, 1.836], [-0.651, -1.379, 0.708], [-0.065, 0.945, 0.087], [-0.487, 0.010, -0.866], [0.479, 0.295, 0.326], [-0.280, -0.581, 0.078], [-4.170, -2.532, -2.530], [0.198, -0.561, -0.679], [2.727, 2.080, 0.420], [-4.505, -1.034, 1.211], [0.078, -0.605, -0.621], [1.251, 0.517, 0.152], [0.000, 0.514, -0.023], [0.306, -0.146, 0.441], [-0.072, -0.082, -0.404]], "homo_lumo_gap_ev": [4.696, 6.230], "charge": -1, "homo_ev": [-2.753, -3.551]}



Values of F_max, in order: 3.8, 2.3, 5.5, all in eV/A.